Density functional theory data (wB97M-V/def2-TZVPD) for a cluster of 2 separate species, F2H2O4Si in total at a distorted geometry.

```
9
Properties=species:S:1:pos:R:3:lowdin_charge:R:1
O 0.426 -0.227 -0.701 -0.22
O -2.248 0.657 -0.176 0.00
O 3.222 0.101 0.401 -0.09
O 2.866 0.310 -0.857 -0.07
F 3.841 -1.191 0.438 -0.10
F -1.653 -1.799 0.271 -0.11
Si -1.031 -0.360 -0.255 0.50
H 1.845 0.072 -1.024 0.05
H -3.055 0.585 0.229 0.04
```

Gap between HOMO and LUMO   8.706 eV
SMILES   O=[Si](O)F.OOF
DFT total energy   -791.28699 Eh
Highest occupied orbital energy   -9.88 eV



Density functional theory data (wB97M-V/def2-TZVPD) for a cluster of 2 separate species, F2H2S in total.

```
5
Properties=species:S:1:pos:R:3:lowdin_charge:R:1
H -3.425 0.565 0.621 -0.23
H -1.481 0.369 0.666 -0.23
F 2.960 -0.459 0.070 0.00
F 2.028 0.557 -0.087 0.00
S -2.499 -0.114 -0.071 0.46
```

Gap between HOMO and LUMO   8.743 eV
SMILES   FF.S
DFT total energy   -598.92644 Eh
Highest occupied orbital energy   -9.81 eV



Density functional theory data (wB97M-V/def2-TZVPD) for a cluster of 2 separate species, F2H4SSi2 in total at a distorted geometry.

```
9
Properties=species:S:1:pos:R:3:lowdin_charge:R:1
F -2.059 0.822 2.557 -0.33
F -2.654 -1.419 2.766 -0.32
Si 1.696 -0.411 -1.452 0.27
Si -3.430 -0.012 2.454 0.64
S 0.179 0.601 -0.231 0.23
H 1.283 0.376 -2.643 -0.13
H 1.259 -1.882 -1.709 -0.08
H 3.189 0.059 -1.157 -0.08
H 0.538 1.865 -0.585 -0.20
```

Gap between HOMO and LUMO   9.095 eV
DFT total energy   -1179.36787 Eh
Highest occupied orbital energy   -9.32 eV



Density functional theory data (wB97M-V/def2-TZVPD) for a structure of composition F2HOPY at a distorted geometry.

```
6
Properties=species:S:1:pos:R:3:lowdin_charge:R:1
O 1.260 -0.747 -0.916 -0.34
P 0.638 0.582 -0.202 0.97
H 1.044 -1.611 -0.534 0.05
F -1.608 -0.065 -0.450 -0.68
F 0.552 2.130 0.378 -0.43
Y -1.885 -0.290 1.724 1.44
```

Gap between HOMO and LUMO (spin up / spin down)   6.320 / 5.893 eV
Total charge   +1
DFT total energy   -654.88931 Eh
Highest occupied orbital energy (spin up / spin down)   -12.08 / -12.15 eV



Density functional theory data (wB97M-V/def2-TZVPD) for a structure of composition F2NO4RbS2 at a distorted geometry.

```
10
Properties=species:S:1:pos:R:3:lowdin_charge:R:1
Rb 22.104 -10.367 17.933 1.00
N 23.006 -11.733 15.391 -0.38
S 21.989 -12.202 14.223 0.45
O 20.808 -12.794 14.734 -0.28
O 22.585 -12.741 13.065 -0.24
F 21.510 -10.732 13.819 -0.20
S 23.347 -13.153 16.150 0.45
O 23.288 -14.374 15.437 -0.24
O 22.820 -13.138 17.481 -0.40
F 24.896 -12.932 16.321 -0.17
```

Gap between HOMO and LUMO   8.617 eV
DFT total energy   -1375.92910 Eh
Highest occupied orbital energy   -9.82 eV



Density functional theory data (wB97M-V/def2-TZVPD) for a cluster of 2 separate species, F3H3S2Si2 in total at a distorted geometry.

```
10
Properties=species:S:1:pos:R:3:lowdin_charge:R:1
F -2.211 0.093 -1.581 -0.09
F -1.148 -1.194 0.370 -0.12
F -2.131 1.059 0.679 -0.10
Si 0.844 1.035 -0.472 -0.22
Si -1.254 0.196 -0.321 0.05
S 1.473 2.663 0.436 0.18
S 2.186 -0.088 -1.761 0.34
H 0.737 -1.360 2.439 0.05
H 0.008 -1.143 2.392 0.03
H 1.496 -1.260 -2.182 -0.13
```

Gap between HOMO and LUMO   8.324 eV
SMILES   F[Si](F)(F)[Si](=S)S.[H][H]
DFT total energy   -1676.95708 Eh
Highest occupied orbital energy   -9.76 eV